Entry 1:
110
Properties=species:S:1:pos:R:3:lowdin_charge:R:1 method="wB97M-V/def2-TZVPD" spin_multiplicity=1 relative_energy_kj_mol=21.93 charge=-1 energy_ha=-3007.00320 homo_lumo_gap_ev=5.797 e_homo_ev=-3.41
Tl 0.011 0.418 0.478 0.79
Sb 0.833 -2.878 0.284 1.35
Si -2.375 -2.301 0.268 0.39
Si 3.302 -3.683 -2.225 0.53
Si 4.001 -3.108 0.958 0.47
N -0.620 -1.358 -3.053 0.10
N -1.422 2.203 -0.613 -0.05
N 2.405 -0.305 -0.767 0.04
C -2.612 2.086 1.470 -0.14
C 0.119 3.204 -4.369 -0.06
C -1.701 -2.560 -4.815 -0.08
C -3.194 4.119 2.790 -0.13
C -3.648 2.716 2.393 -0.29
C -2.162 -1.830 2.119 -0.22
C -3.004 4.958 1.530 -0.30
C -3.297 -4.004 0.443 -0.20
C 2.991 -2.680 -0.620 -0.52
C 1.550 1.137 -4.256 -0.06
C 3.470 -4.727 1.818 -0.19
C -0.844 -1.922 -0.741 -0.58
C -4.985 2.796 1.661 -0.13
C -1.380 3.752 -2.567 -0.02
C 5.903 -3.293 0.740 -0.18
C 0.525 -4.956 -0.378 -0.31
C 3.784 -1.662 2.194 -0.17
C 2.757 0.959 -1.002 -0.19
C -2.406 2.906 0.179 -0.48
C -1.023 2.596 -1.832 -0.31
C -1.040 -2.252 -2.151 -0.46
C 5.008 0.375 -1.452 -0.05
C 1.894 -3.332 -3.455 -0.15
C -0.957 -1.500 -4.318 -0.16
C -2.073 -3.549 -3.914 -0.09
C 4.033 1.358 -1.346 -0.06
C -4.340 5.053 0.798 -0.13
C -1.736 -3.402 -2.587 -0.08
C -0.838 4.034 -3.808 -0.31
C 3.628 -5.541 -1.888 -0.17
C -1.310 5.260 -4.548 -0.07
C -3.778 -1.181 -0.413 -0.17
C -3.782 3.002 -0.512 -0.08
C -0.084 1.748 -2.479 -0.06
C 0.495 2.046 -3.688 -0.29
C -4.810 3.651 0.409 -0.29
C 3.323 -1.260 -0.886 -0.45
C 4.867 -3.230 -3.252 -0.19
C -1.954 4.317 0.624 -0.08
C 4.648 -0.931 -1.220 -0.09
H -3.361 -0.262 -0.805 0.01
H 5.797 -3.425 -2.726 0.02
H 4.298 -1.842 3.133 0.03
H 2.144 -3.647 -4.465 0.03
H -0.633 -0.700 -4.975 0.10
H -2.630 -4.419 -4.248 0.10
H -4.139 -3.916 1.126 0.02
H -3.694 -4.339 -0.509 0.01
H 5.379 -1.714 -1.288 0.07
H 1.964 1.696 -0.930 0.07
H -5.752 3.219 2.316 0.11
H 6.324 -3.820 1.591 0.02
H -5.080 5.524 1.452 0.11
H 3.744 -6.069 -2.830 0.03
H 2.831 -6.025 -1.342 -0.01
H -1.153 6.162 -3.954 0.07
H -1.980 -2.613 -5.860 0.09
H 6.167 -3.855 -0.150 0.01
H -2.002 -4.162 -1.872 0.08
H 2.538 1.447 -3.908 0.07
H 0.561 3.450 -5.328 0.09
H -2.378 5.187 -4.768 0.07
H -1.664 2.016 2.010 0.07
H 4.259 2.398 -1.529 0.10
H 3.455 -5.559 1.124 0.01
H -1.418 -1.051 2.259 -0.05
H 6.026 0.625 -1.722 0.11
H 0.959 -3.810 -3.184 0.01
H -5.772 3.727 -0.117 0.14
H 4.888 -3.826 -4.161 0.03
H 2.734 -1.488 2.414 0.00
H -1.776 4.948 -0.245 0.10
H -2.107 4.456 -2.187 0.08
H 1.695 -2.264 -3.479 0.02
H 0.599 -5.060 -1.454 -0.02
H -1.871 -2.678 2.729 0.02
H 1.247 -5.603 0.105 -0.03
H 4.167 -4.980 2.611 0.02
H 2.482 -4.633 2.259 0.01
H -4.323 -1.659 -1.221 0.02
H -3.759 2.100 3.297 0.14
H 1.558 1.167 -5.347 0.07
H 1.381 0.115 -3.926 0.05
H -2.920 1.078 1.190 0.09
H -3.708 3.574 -1.433 0.10
H -4.234 5.668 -0.099 0.12
H -2.669 5.966 1.811 0.13
H -1.004 4.230 1.161 0.13
H -4.093 1.987 -0.781 0.12
H 0.138 0.794 -2.006 0.03
H -3.104 -1.451 2.499 0.02
H 4.864 -2.188 -3.551 0.02
H 4.183 -0.742 1.777 0.03
H -5.306 1.794 1.368 0.11
H -2.647 -4.786 0.825 0.00
H -3.942 4.584 3.444 0.11
H -0.779 5.375 -5.492 0.06
H -4.496 -0.930 0.366 0.02
H 4.545 -5.678 -1.323 0.02
H 6.396 -2.328 0.688 0.02
H -0.466 -5.260 -0.059 -0.02
H -2.253 4.062 3.342 0.12


Entry 2:
116
Properties=species:S:1:pos:R:3:lowdin_charge:R:1 method="wB97M-V/def2-TZVPD" spin_multiplicity=1 relative_energy_kj_mol=131.49 charge=+1 energy_ha=-5576.49981 homo_lumo_gap_ev="5.126 / 5.314" e_homo_ev="-9.98 / -9.96"
W 0.279 0.469 -0.065 1.20
Sb 1.781 2.177 -1.388 1.29
Se 2.160 -1.197 -0.032 0.81
Si 0.820 1.097 -4.376 0.43
Si 0.504 4.190 -3.701 0.43
Si 2.545 1.135 3.021 0.45
N -3.867 -3.692 0.689 0.14
N -0.644 -1.306 -0.741 -0.06
N -1.911 0.056 3.463 -0.13
N -0.503 -1.747 3.887 -0.15
N -1.191 1.126 -1.551 -0.09
N -0.364 -5.702 -1.487 0.16
N -0.525 -0.759 1.780 0.03
N -0.783 2.074 0.956 -0.07
C -1.809 2.913 0.858 -0.13
C 4.624 -0.339 -1.373 -0.29
C 6.612 -1.748 -4.306 -0.04
C 0.327 2.402 -3.036 -0.60
C -1.993 3.942 1.751 -0.03
C -1.022 2.043 -2.540 -0.38
C 3.478 -2.337 -2.216 -0.30
C -0.938 -4.788 -1.082 -0.22
C -0.017 3.242 2.898 -0.01
C 2.548 1.396 -4.991 -0.17
C 3.539 2.710 2.876 -0.16
C -2.445 0.744 -1.219 -0.17
C 5.530 -1.562 -3.275 -0.26
C 2.305 4.684 -3.714 -0.18
C -0.075 4.395 -5.467 -0.17
C 0.762 -0.609 -3.643 -0.19
C 1.481 4.008 -0.270 -0.29
C -2.173 2.592 -3.145 -0.04
C 1.770 0.975 4.713 -0.15
C -3.015 0.483 2.617 -0.03
C -0.974 -0.823 3.008 -0.42
C 1.184 1.282 1.716 -0.29
C -2.008 0.464 4.857 -0.05
C 4.835 0.787 -0.392 -0.11
C 5.584 -0.514 -2.370 -0.01
C 0.139 2.222 1.939 -0.44
C 4.475 -2.464 -3.176 0.00
C -3.578 1.227 -1.813 -0.04
C 3.568 -1.252 -1.332 -0.47
C 2.360 -3.352 -2.168 -0.09
C -0.517 5.323 -2.604 -0.16
C -0.433 1.104 -5.765 -0.15
C -1.619 -3.636 -0.581 -0.24
C -1.393 -2.425 4.832 -0.03
C -2.874 -3.707 0.102 -0.23
C 3.776 -0.260 2.908 -0.19
C -1.055 -2.391 -0.694 -0.17
C -1.081 4.100 2.801 -0.03
C 0.742 -2.450 3.616 -0.04
C -3.434 2.193 -2.800 -0.02
H 2.575 0.907 5.452 0.05
H 4.120 -0.481 3.924 0.05
H -1.338 5.775 -3.169 0.04
H 2.608 2.254 -5.668 0.03
H 0.589 -3.325 2.975 0.11
H -1.111 0.179 5.399 0.08
H 5.840 0.720 0.033 0.10
H 2.413 5.622 -4.270 0.05
H 1.175 0.058 4.783 0.02
H -3.920 -0.083 2.852 0.10
H 6.408 0.193 -2.422 0.13
H -0.012 -1.609 1.577 0.01
H 6.951 -0.790 -4.702 0.08
H -1.047 -2.298 5.858 0.10
H -1.413 1.467 -5.447 0.03
H 4.423 -3.302 -3.865 0.12
H 0.720 3.362 3.679 0.10
H -2.767 0.325 1.578 0.05
H 1.329 -0.701 -2.715 -0.04
H -0.024 5.463 -5.713 0.05
H -4.301 2.620 -3.292 0.13
H -2.502 2.759 0.043 0.11
H 1.396 -2.890 -2.392 0.04
H 2.071 3.906 0.640 -0.01
H 4.371 2.681 3.588 0.05
H -2.530 0.007 -0.442 0.08
H -1.413 -3.491 4.602 0.10
H 7.478 -2.244 -3.861 0.09
H -0.950 4.802 -1.747 0.01
H 2.873 0.513 -5.549 0.05
H 4.649 0.038 2.325 0.03
H 1.849 4.855 -0.843 -0.01
H 4.745 1.753 -0.882 0.05
H -1.096 4.061 -5.666 0.03
H 1.127 1.809 5.003 0.02
H 2.529 -4.145 -2.895 0.09
H 1.221 -1.304 -4.358 0.06
H 0.590 3.873 -6.160 0.03
H 2.723 4.834 -2.716 0.01
H -2.100 1.552 4.894 0.09
H 2.958 3.616 3.079 0.03
H 3.404 -1.184 2.471 -0.02
H -0.110 1.717 -6.609 0.03
H 1.160 -2.792 4.562 0.11
H 2.275 -3.807 -1.182 0.06
H -0.262 -0.947 -3.464 0.04
H -3.216 1.541 2.781 0.08
H 3.962 2.797 1.871 0.03
H 6.268 -2.366 -5.135 0.08
H -2.407 -2.050 4.741 0.09
H 4.115 0.747 0.422 0.00
H -1.208 4.896 3.525 0.12
H -0.560 0.081 -6.131 0.04
H 3.249 1.555 -4.168 0.02
H 0.435 4.163 -0.018 -0.01
H -2.040 3.345 -3.908 0.09
H 1.461 -1.784 3.146 0.05
H 2.916 3.927 -4.208 0.02
H -2.837 4.607 1.628 0.12
H -2.881 0.035 5.355 0.09
H -4.545 0.856 -1.501 0.12
H 0.099 6.142 -2.218 0.04